Record 1
{"formula": "C4H12N2O2", "method": "the ωB97M-V functional and the def2-TZVPD basis", "energy_ev": -11417.3158, "de_lowest_kcal_mol": 43.84, "orbital_gap_ev": 10.2, "homo_ha": -0.3458, "mol_weight_g_mol": 120.2, "symbols": ["C", "C", "C", "O", "N", "C", "N", "H", "H", "H", "H", "H", "H", "H", "H", "H", "H", "O", "H", "H"], "xyz": [[0.3795, 0.1169, -1.6960], [0.6899, 1.0502, -0.5253], [-0.2515, 1.1270, 0.6473], [-1.0762, 2.0168, 0.7649], [-0.1314, 0.2534, 1.7373], [1.0223, -0.6540, 1.8853], [1.0700, -1.7961, 1.0239], [0.8807, -0.8577, -1.6473], [-0.6189, -0.2543, -1.8618], [0.6750, 0.5078, -2.6723], [1.7562, 1.1554, -0.3604], [0.4883, 2.0453, -0.9800], [-0.8340, 0.2314, 2.4458], [1.9173, -0.0375, 1.8305], [1.0584, -0.9308, 2.9481], [0.6619, -2.6918, 1.2216], [1.0276, -1.4749, 0.0795], [-3.2584, -0.0409, -1.6631], [-2.6867, 0.3112, -2.3505], [-2.7701, -0.0775, -0.8273]]}

Record 2
{"formula": "C4H12N2O6P2", "method": "the ωB97M-V functional and the def2-TZVPD basis", "energy_ev": -38188.0583, "de_lowest_kcal_mol": 47.22, "charge": -2, "orbital_gap_ev": [7.3, 5.7], "homo_ha": [-0.0577, -0.0037], "mol_weight_g_mol": 246.1, "symbols": ["C", "C", "C", "C", "N", "N", "O", "O", "O", "O", "O", "O", "P", "P", "H", "H", "H", "H", "H", "H", "H", "H", "H", "H", "H", "H"], "xyz": [[-3.4128, 0.8766, -0.6963], [-0.8635, 0.6798, -0.9559], [-2.0816, 0.3240, -0.0988], [1.2385, -0.1741, 0.7180], [-2.1176, -1.0944, 0.1805], [0.7985, -0.2163, 1.9651], [3.7578, 0.7897, 0.6789], [1.9387, 2.5713, 0.4078], [1.5895, -1.8449, -1.5241], [3.2756, -1.8102, 0.3493], [2.3003, 0.8897, -1.4489], [1.0410, -2.8313, 0.7887], [2.3436, 1.1659, 0.1517], [1.6774, -1.7554, -0.0002], [-3.1800, 1.7211, -1.3151], [-3.9160, -0.0086, -1.1580], [-4.0606, 1.4941, 0.0601], [-0.5260, 1.7041, -0.9663], [-1.0521, 0.4767, -2.0095], [-1.8991, 0.8854, 0.7754], [1.9981, 0.0092, -1.5937], [-1.4595, -1.1917, 0.9570], [-1.6769, -1.5478, -0.7336], [3.3949, -0.8031, 0.6275], [0.5153, 0.6555, 2.4595], [0.3763, -0.9651, 2.3810]]}

Record 3
{"formula": "C4H12N2OS", "method": "the ωB97M-V functional and the def2-TZVPD basis", "energy_ev": -20200.2729, "de_lowest_kcal_mol": 134.73, "orbital_gap_ev": 8.6, "homo_ha": -0.2909, "mol_weight_g_mol": 136.2, "symbols": ["C", "S", "O", "N", "C", "N", "C", "C", "H", "H", "H", "H", "H", "H", "H", "H", "H", "H", "H", "H"], "xyz": [[1.3070, -1.5521, -1.6119], [1.0619, -0.1135, -0.2385], [2.0189, 0.9738, -0.3133], [1.0481, -0.5394, 1.4106], [-0.1666, -0.9631, 2.0566], [-0.4397, 0.5956, -0.5057], [-1.4819, -0.0073, -1.3373], [-0.4176, 2.0202, -0.2211], [0.8153, -2.3143, -0.9313], [2.3853, -1.7646, -1.7750], [1.5013, 0.1701, 1.9069], [-0.7606, -1.4848, 1.3599], [0.0507, -1.5952, 2.9374], [-0.7779, -0.1615, 2.4182], [-1.2406, 0.0620, -2.4421], [-1.3492, -1.1189, -1.0742], [-2.2966, 0.6696, -1.1650], [-1.3864, 2.3966, -0.5111], [-0.2312, 2.2401, 0.8319], [0.3596, 2.4869, -0.7950]]}

Record 4
{"formula": "C4H12N2OS", "method": "the ωB97M-V functional and the def2-TZVPD basis", "energy_ev": -20199.6453, "de_lowest_kcal_mol": 149.20, "orbital_gap_ev": [6.9, 8.6], "homo_ha": [-0.2286, -0.2839], "mol_weight_g_mol": 136.2, "symbols": ["C", "C", "C", "C", "N", "N", "O", "S", "H", "H", "H", "H", "H", "H", "H", "H", "H", "H", "H", "H"], "xyz": [[-1.1459, 1.3767, 0.7614], [0.4796, -2.3276, -0.1075], [2.0417, 0.9646, 0.8796], [0.9335, -0.2317, -1.3447], [-2.3509, 0.0524, -0.6883], [-1.2234, 0.1455, 0.1524], [1.3361, -1.3453, -0.5957], [1.6111, 1.2773, -0.8976], [-0.5945, 1.2870, 1.7810], [-0.7617, 2.1697, 0.1389], [-2.1824, 1.7563, 0.9355], [-0.6469, -2.1153, -0.1888], [0.5891, -2.2566, 0.9638], [0.6782, -3.2243, -0.7776], [1.1524, 0.4219, 1.1030], [2.0133, 1.9382, 1.4411], [2.9149, 0.2972, 1.0312], [0.5030, -0.3703, -2.3118], [-2.5348, 0.9432, -1.2503], [-2.8124, -0.7591, -1.0257]]}

Record 5
{"formula": "C4H12N2P", "method": "the ωB97M-V functional and the def2-TZVPD basis", "energy_ev": -16602.4089, "de_lowest_kcal_mol": 51.54, "charge": 1, "orbital_gap_ev": 9.6, "homo_ha": -0.4861, "mol_weight_g_mol": 119.1, "symbols": ["C", "C", "C", "C", "N", "N", "P", "H", "H", "H", "H", "H", "H", "H", "H", "H", "H", "H", "H"], "xyz": [[-3.6595, 0.2766, -0.3936], [0.9751, 1.3608, 0.0137], [2.2748, 0.7179, 0.5308], [0.9394, -1.1108, 0.1391], [0.3218, 0.0855, -0.6004], [2.2084, -0.7337, 0.1927], [-2.7625, -1.0335, 0.2173], [-3.3179, 1.3403, -0.2615], [-4.6545, 0.0885, -0.6731], [0.4216, 1.7452, 0.8486], [1.1469, 2.1633, -0.7345], [2.5562, 0.8332, 1.5865], [3.2707, 1.0239, -0.0186], [0.5880, -2.0080, -0.4475], [0.4830, -1.2814, 1.1575], [-0.7540, 0.0349, -0.5973], [0.7000, 0.0141, -1.5084], [-3.5854, -2.1552, -0.1239], [2.8478, -1.3615, 0.6727]]}

Record 6
{"formula": "C4H12N2S", "method": "the ωB97M-V functional and the def2-TZVPD basis", "energy_ev": -18154.1009, "de_lowest_kcal_mol": 90.34, "orbital_gap_ev": [7.5, 9.2], "homo_ha": [-0.2867, -0.3386], "mol_weight_g_mol": 120.2, "symbols": ["C", "C", "C", "C", "N", "N", "S", "H", "H", "H", "H", "H", "H", "H", "H", "H", "H", "H", "H"], "xyz": [[1.7982, -0.2211, 0.2963], [-0.0340, -1.2380, 1.6281], [-0.3091, -0.9546, -0.8869], [0.2636, -0.4345, 0.3542], [-2.1192, 0.6513, 0.7511], [-0.8500, 2.7418, -1.5031], [-0.6513, 1.1808, 0.6978], [2.2657, -1.1890, 0.0456], [2.1304, 0.5373, -0.3902], [2.0644, 0.0761, 1.3536], [-1.1600, -1.4674, 1.6670], [0.4635, -0.8760, 2.5424], [0.3241, -2.2569, 1.6352], [-0.2344, -0.3842, -1.8239], [-0.1276, -1.9787, -1.0018], [-1.4410, -0.8633, -0.8484], [-2.7090, 1.5029, 0.7104], [-1.7590, 2.2328, -1.7327], [-1.1132, 3.6639, -1.1264]]}

Record 7
{"formula": "C4H12N2S", "method": "the ωB97M-V functional and the def2-TZVPD basis", "energy_ev": -18156.6171, "de_lowest_kcal_mol": 32.32, "orbital_gap_ev": 9.5, "homo_ha": -0.3117, "mol_weight_g_mol": 120.2, "symbols": ["N", "C", "C", "N", "C", "C", "S", "H", "H", "H", "H", "H", "H", "H", "H", "H", "H", "H", "H"], "xyz": [[-1.7504, -1.9337, 1.1142], [-0.6345, -1.2199, 1.6375], [-0.5142, 0.2430, 1.1377], [-0.1015, 0.2697, -0.2482], [1.2574, 0.6579, -0.6583], [1.2625, 0.7542, -2.0714], [0.9284, 2.5040, -2.5890], [-1.9056, -2.7604, 1.5665], [-2.5596, -1.2792, 1.0277], [-0.7094, -1.2180, 2.6893], [0.3626, -1.7430, 1.4656], [0.1296, 0.8036, 1.8153], [-1.4921, 0.7100, 1.1709], [-0.3012, -0.6785, -0.6577], [2.0582, 0.0480, -0.1601], [1.5503, 1.6756, -0.1262], [2.2761, 0.4280, -2.4044], [0.5004, 0.1849, -2.5953], [-0.3571, 2.5538, -2.1142]]}

Record 8
{"formula": "C4H12N2S", "method": "the ωB97M-V functional and the def2-TZVPD basis", "energy_ev": -18157.1492, "de_lowest_kcal_mol": 20.05, "orbital_gap_ev": 10.0, "homo_ha": -0.3423, "mol_weight_g_mol": 120.2, "symbols": ["H", "N", "C", "N", "H", "H", "H", "C", "C", "C", "S", "H", "H", "H", "H", "H", "H", "H", "H"], "xyz": [[-0.5063, -1.2513, 0.8822], [-0.1630, -2.1883, 0.6913], [1.0609, -2.2093, 0.9770], [1.8064, -3.4405, 0.9106], [1.5727, -1.4236, 1.5415], [2.3167, -3.4859, 1.7944], [2.6075, -3.2435, 0.3043], [-1.3264, 1.5920, -2.1254], [-0.3868, 1.0256, -1.0438], [-0.7753, 1.4762, 0.3551], [0.7119, 1.3759, 1.4266], [-0.9728, 1.3479, -3.1201], [-1.4029, 2.6623, -1.9189], [-2.3468, 1.2233, -1.9834], [-0.4202, -0.0604, -1.0789], [0.6251, 1.3572, -1.2964], [-1.5484, 0.8197, 0.7592], [-1.1122, 2.5087, 0.3625], [0.2598, 1.9140, 2.5624]]}

Record 9
{"formula": "C4H12N2S", "method": "the ωB97M-V functional and the def2-TZVPD basis", "energy_ev": -18150.3535, "de_lowest_kcal_mol": 176.76, "orbital_gap_ev": 2.7, "homo_ha": -0.2611, "mol_weight_g_mol": 120.2, "symbols": ["N", "C", "C", "S", "C", "N", "C", "H", "H", "H", "H", "H", "H", "H", "H", "H", "H", "H", "H"], "xyz": [[-1.1373, -1.9343, -1.5495], [-0.3856, 0.5224, 1.0198], [-1.0851, 1.5082, 1.5815], [-3.9573, 0.0733, -0.1159], [1.1100, 0.5249, 0.8219], [1.4691, 0.0023, -0.4146], [2.8852, -0.1496, -0.5669], [-0.2813, -1.5414, -1.1848], [-1.1300, -2.1234, -2.5387], [-0.7573, -0.4623, 0.7454], [-2.0889, 1.7205, 1.2277], [-0.7173, 2.1305, 2.3898], [-4.9678, 0.1109, -0.9760], [1.4605, 1.5612, 1.0118], [1.5838, -0.0978, 1.6534], [-1.8256, -1.2105, -1.3655], [3.2756, -1.0039, -0.0035], [3.1351, -0.3734, -1.6002], [3.4141, 0.7425, -0.1355]]}

Record 10
{"formula": "C4H12N2S", "method": "the ωB97M-V functional and the def2-TZVPD basis", "energy_ev": -18155.8722, "de_lowest_kcal_mol": 49.50, "orbital_gap_ev": 9.7, "homo_ha": -0.3252, "mol_weight_g_mol": 120.2, "symbols": ["C", "N", "C", "C", "N", "C", "S", "H", "H", "H", "H", "H", "H", "H", "H", "H", "H", "H", "H"], "xyz": [[-1.0872, -1.0743, -2.1976], [-0.8769, 0.2691, -1.4685], [-1.2117, 0.2309, 0.0413], [0.0298, 0.8141, 1.0031], [0.1199, 0.8070, 2.5102], [1.2738, 0.0322, 0.3991], [2.9646, 0.5615, 1.0152], [-0.2869, -1.7867, -1.9717], [-1.2641, -1.0341, -3.3155], [-2.0168, -1.5356, -1.7696], [-1.5407, 0.9353, -1.8235], [-2.0069, 1.0154, 0.1425], [-1.3707, -0.6157, 0.6227], [0.0948, 1.9066, 0.8358], [1.0913, 0.8870, 2.7154], [-0.1530, -0.1075, 2.8691], [1.2604, -0.9953, 0.6921], [1.2013, 0.0242, -0.7003], [3.7791, -0.3342, 0.4004]]}